C33H35N7O7S2Ta as an isolated structure, computed with the ωB97M-V functional and the def2-TZVPD basis.

```
85
Properties=species:S:1:pos:R:3:forces:R:3
Ta -0.730719 -0.352167 0.494049 -0.154 -0.059 0.384
C -2.255672 -8.280954 1.516414 0.000 0.035 0.000
C -2.304257 -6.783984 1.497703 0.015 -0.047 0.010
C -3.497954 -6.125083 1.184614 -0.016 -0.013 -0.005
C -3.576398 -4.749201 1.179568 0.029 -0.008 0.047
C -2.421478 -4.015883 1.470203 0.027 -0.004 0.013
C -1.217354 -4.639881 1.796613 -0.022 -0.010 -0.057
C -1.174599 -6.020868 1.809009 0.008 0.010 -0.002
S -2.569766 -2.304010 1.465978 0.042 -0.062 0.019
O -3.833629 -1.898776 1.971419 0.010 0.033 -0.044
O -2.288399 -1.697232 0.072206 0.181 -0.036 -0.005
N -1.265687 -1.595879 2.065580 0.087 -0.121 -0.030
C -0.620424 -1.667425 3.312678 -0.099 0.026 -0.129
C -0.989573 -2.311921 4.456922 -0.012 -0.039 0.101
C -0.121672 -2.266556 5.576224 0.011 0.024 -0.058
C 1.080019 -1.617151 5.518728 -0.020 0.021 -0.050
C 1.472056 -0.950359 4.326802 0.024 -0.024 0.105
C 2.708146 -0.306218 4.133356 0.020 0.032 -0.006
C 3.000050 0.252975 2.909676 -0.005 0.013 0.023
C 2.046718 0.227806 1.896528 -0.006 0.004 0.038
N 0.846236 -0.332126 2.045736 0.085 -0.004 0.090
C 0.586508 -0.962183 3.242912 0.011 0.075 -0.151
H -2.962752 -8.672889 2.249133 -0.001 0.005 0.003
H -1.263815 -8.651635 1.763219 0.002 0.003 0.000
H -2.546878 -8.683594 0.545345 -0.002 0.004 -0.004
H -4.382677 -6.706071 0.957557 0.003 -0.003 -0.001
H -4.512685 -4.250797 0.967635 0.004 0.009 0.000
H -0.337343 -4.063638 2.048096 -0.014 0.019 0.006
H -0.252948 -6.521188 2.077871 -0.005 -0.006 0.001
H -1.925842 -2.852576 4.521087 0.004 0.001 0.000
H -0.420216 -2.769412 6.485367 -0.004 -0.001 0.000
H 1.743628 -1.606747 6.373090 0.005 -0.001 -0.003
H 3.430191 -0.271693 4.940420 -0.003 -0.004 0.001
H 3.957021 0.717286 2.720221 0.001 -0.005 -0.005
H 2.263289 0.670265 0.934590 0.010 -0.005 0.000
C -5.604451 1.865671 0.523925 0.022 -0.007 -0.001
O -4.380229 1.515947 1.238398 -0.005 0.036 0.005
C -3.352258 1.074398 0.620769 0.089 0.102 -0.092
O -2.320301 0.776565 1.284426 -0.034 -0.101 0.043
N -3.313567 0.930827 -0.714269 0.040 -0.010 -0.033
N -2.127123 0.409788 -1.266753 0.108 0.038 -0.088
H -6.291456 2.190561 1.295372 0.002 0.000 0.004
H -5.995784 0.981301 0.023518 -0.006 0.002 -0.001
H -5.402628 2.684780 -0.164652 -0.007 0.002 0.000
H -4.088963 1.146596 -1.322741 -0.018 0.022 0.006
H -1.624025 1.116653 -1.815701 0.024 -0.003 0.019
H -2.361495 -0.389046 -1.854715 -0.046 -0.016 0.008
N 0.261852 1.602478 -2.682906 0.040 -0.017 -0.042
N 1.301338 2.198509 -1.954620 -0.027 -0.019 -0.016
C 1.184571 2.553187 -0.684862 0.003 0.014 0.078
N 2.135750 3.304579 -0.148525 0.002 -0.031 -0.012
S -0.179073 2.173282 0.333039 0.042 0.079 -0.023
H 0.622374 0.720954 -3.052066 -0.004 -0.021 0.003
H 0.040433 2.219268 -3.460636 -0.007 -0.001 -0.015
H 2.150339 2.439592 -2.453990 0.000 0.013 -0.018
H 2.846876 3.760426 -0.704606 0.007 -0.003 -0.003
H 2.053031 3.584728 0.816702 -0.010 0.005 0.002
O 0.565302 -3.221543 -0.164309 0.002 0.050 0.065
C 1.503072 -2.985230 -1.219337 -0.047 0.017 0.018
C 1.202909 -1.582636 -1.734406 0.146 -0.114 0.119
O 1.517964 -1.103536 -2.773562 -0.121 0.169 0.046
O 0.565950 -0.801517 -0.768627 -0.377 -0.020 -0.339
C 2.930784 -2.854474 -0.673976 -0.048 0.054 0.074
C 3.152933 -2.745379 0.694219 0.020 -0.047 0.003
C 4.448814 -2.603119 1.177511 -0.005 -0.006 -0.020
C 5.518591 -2.550630 0.297586 0.007 0.003 0.009
C 5.293997 -2.642829 -1.071107 -0.007 0.000 -0.018
C 4.005485 -2.792011 -1.557654 0.012 0.034 -0.005
C 1.327672 -4.042503 -2.291029 0.058 -0.019 -0.037
C 2.022151 -5.242645 -2.165245 0.011 -0.005 -0.010
C 1.789464 -6.278600 -3.058637 0.002 -0.004 0.007
C 0.866027 -6.121305 -4.081543 -0.002 0.010 -0.001
C 0.167536 -4.928059 -4.208081 0.016 -0.016 0.020
C 0.394468 -3.894439 -3.313146 -0.020 0.013 -0.009
H 0.399770 -4.173178 -0.159389 -0.067 -0.008 -0.024
H 2.320448 -2.811604 1.383593 -0.006 -0.014 -0.008
H 4.624506 -2.554663 2.244827 -0.001 -0.006 -0.001
H 6.527830 -2.452148 0.674337 0.001 -0.004 -0.003
H 6.127202 -2.612755 -1.760126 0.001 -0.002 0.000
H 3.836577 -2.875627 -2.624361 -0.003 -0.007 -0.002
H 2.760441 -5.364265 -1.381828 0.002 -0.008 -0.001
H 2.340850 -7.204119 -2.962809 0.000 0.001 0.002
H 0.696039 -6.924444 -4.785631 0.001 0.000 -0.001
H -0.546021 -4.801455 -5.010913 -0.003 0.004 0.002
H -0.149576 -2.964947 -3.435626 -0.002 -0.020 0.002
```
Forces are in eV/Å.

Summary:
**Total charge**: +3
**HOMO-LUMO gap**: 6.37 eV

C33H36BrCrN3O5Sb2 as an isolated structure, computed with the ωB97M-V functional and the def2-TZVPD basis.

```
81
Properties=species:S:1:pos:R:3:forces:R:3
Cr -1.654363 -0.126997 0.104799 -1.244 -1.342 -0.290
O -2.089968 2.447850 -3.444774 0.001 0.025 -0.054
C -2.052991 3.624020 -2.792182 0.047 -0.011 0.203
C -2.087105 4.791127 -3.554137 -0.002 0.066 -0.075
C -2.068135 6.028537 -2.941012 0.004 -0.131 -0.030
C -2.022010 6.125890 -1.554129 0.014 0.180 0.028
C -1.980737 4.976568 -0.790798 -0.003 -0.050 -0.070
C -1.988928 3.715600 -1.388545 -0.064 0.093 -0.290
C -1.941135 2.502310 -0.560294 -0.146 -0.520 0.698
O -1.652533 1.356713 -1.127890 0.203 0.707 -0.464
N -2.181868 2.582187 0.715998 0.055 0.767 -0.314
N -2.063427 1.342794 1.298079 -0.220 -0.180 0.964
C -2.337042 1.277153 2.559180 0.061 0.445 -0.473
C -2.263547 0.075796 3.336854 -0.007 -0.697 0.179
C -2.631144 0.121870 4.692254 0.040 0.129 -0.205
C -2.593242 -0.993647 5.495630 -0.005 -0.059 0.102
C -2.176661 -2.211570 4.950623 -0.027 0.141 0.038
C -1.810223 -2.293621 3.626761 0.054 -0.126 -0.180
C -1.838283 -1.166907 2.784270 -0.197 0.501 0.445
O -1.457846 -1.279994 1.539423 0.659 0.216 -0.302
H -1.951974 1.740226 -2.776811 0.015 -0.015 0.011
H -2.124986 4.700960 -4.631880 -0.005 -0.040 0.002
H -2.081007 6.922472 -3.551944 -0.029 0.022 0.013
H -2.012791 7.099972 -1.082493 0.014 -0.024 0.042
H -1.938976 5.023337 0.288464 -0.003 -0.013 0.010
H -2.652426 2.196681 3.045621 0.074 0.032 0.022
H -2.951668 1.075323 5.098431 -0.011 -0.005 0.021
H -2.890599 -0.929184 6.534295 0.023 0.000 0.004
H -2.139526 -3.093781 5.577796 -0.022 -0.040 -0.035
H -1.509790 -3.234844 3.183068 0.063 0.025 -0.002
C 3.037135 0.391386 4.770747 -0.175 0.152 -0.188
Sb 1.895831 0.511847 2.909416 0.376 -0.193 0.134
C 2.285776 -1.571092 2.492313 -0.139 0.222 -0.162
C 3.614937 1.435218 1.830538 -0.553 0.032 -0.083
C 4.487363 0.500595 1.079802 0.246 -0.188 -0.334
C 5.519276 -0.114618 1.794951 -0.041 -0.019 -0.061
C 6.380872 -1.028519 1.216503 0.081 -0.048 0.131
C 6.226504 -1.351684 -0.119368 0.049 -0.034 -0.108
C 5.232953 -0.731089 -0.855380 -0.045 -0.054 0.032
C 4.352002 0.202768 -0.301698 0.142 -0.055 0.268
C 3.368751 0.839152 -1.229868 -0.369 0.202 0.369
Sb 1.273636 0.076652 -1.137367 0.836 -0.279 -0.451
C 1.992480 -1.850174 -1.803482 -0.218 0.176 0.224
C 0.861604 0.769240 -3.149811 -0.016 -0.012 0.427
H 3.991115 -0.110025 4.603643 -0.043 -0.028 -0.038
H 2.462893 -0.160451 5.515656 0.004 -0.012 -0.033
H 3.221381 1.397125 5.151007 0.008 -0.013 0.013
H 3.320071 -1.704522 2.174666 -0.014 -0.027 0.010
H 1.600194 -1.937740 1.729258 0.013 -0.007 -0.045
H 2.103752 -2.125182 3.412733 0.009 0.018 0.036
H 4.171609 1.902289 2.643204 0.000 0.073 -0.030
H 3.193728 2.218310 1.201608 -0.021 0.000 -0.021
H 5.643505 0.147710 2.840179 -0.007 -0.016 0.003
H 7.171908 -1.478893 1.803413 -0.014 -0.006 0.016
H 6.891210 -2.062884 -0.593807 -0.016 -0.009 -0.008
H 5.129451 -0.966259 -1.908943 0.010 0.006 0.005
H 3.677429 0.650402 -2.257839 -0.045 0.058 -0.029
H 3.323472 1.920025 -1.081038 -0.031 0.028 0.004
H 2.501710 -1.723805 -2.758754 0.005 0.026 -0.011
H 1.155860 -2.536798 -1.906096 0.035 -0.032 0.023
H 2.692956 -2.238430 -1.065228 0.000 -0.049 -0.003
H 1.705356 0.528230 -3.795576 0.035 -0.034 0.044
H 0.689642 1.844454 -3.155141 -0.042 -0.001 -0.022
H -0.032782 0.257744 -3.500292 -0.014 0.016 0.006
Br -3.504288 -6.570362 -4.427253 0.007 0.084 0.034
C -3.297218 -4.734427 -3.967937 -0.033 -0.174 -0.091
C -3.991892 -3.777680 -4.689420 0.062 0.088 0.071
N -3.876049 -2.480718 -4.427669 -0.120 0.010 -0.133
C -3.069172 -2.108657 -3.439340 0.095 -0.052 0.092
C -2.344697 -3.005649 -2.656356 -0.238 0.028 -0.188
C -2.465412 -4.361379 -2.932574 0.045 0.134 0.066
C -1.490838 -2.525958 -1.509382 0.355 0.026 0.062
O -1.063638 -3.328309 -0.696094 -0.078 -0.064 -0.188
O -1.252438 -1.250365 -1.521761 -0.308 -0.183 0.179
H -4.659460 -4.056498 -5.496050 0.024 -0.071 -0.002
H -2.998041 -1.046043 -3.244505 0.038 -0.014 0.044
H -1.916113 -5.081214 -2.341411 -0.011 0.011 0.037
C -3.731237 -0.438169 0.050499 0.567 0.128 -0.160
H -4.074276 -0.870003 0.994090 0.095 0.025 0.041
H -3.969602 -1.145387 -0.750197 0.028 -0.025 0.007
H -4.294286 0.482985 -0.129251 0.083 0.059 0.013
```
Forces are in eV/Å.

Summary:
**Spin multiplicity**: 2
**Total charge**: -1
**HOMO-LUMO gap (alpha / beta)**: 7.34 / 6.96 eV
**<S²>**: 0.77

C33H36F3N7O4RuS as an isolated structure, computed with the ωB97M-V functional and the def2-TZVPD basis.

```
85
Properties=species:S:1:pos:R:3:forces:R:3
Ru 1.155165 0.936606 -0.395549 -0.286 -0.307 0.008
O -0.408672 3.532614 -3.142492 -0.022 -0.003 0.001
C 0.222373 2.753817 -2.456819 0.018 0.029 0.006
O -0.136497 2.346774 -1.272742 -0.046 -0.135 -0.091
C 1.575101 2.246452 -2.911331 0.001 0.002 -0.003
C 2.069521 2.577124 -4.158005 -0.002 0.010 0.005
C 3.333292 2.135105 -4.515158 0.001 -0.001 0.000
C 4.061693 1.391141 -3.601312 0.004 0.004 0.005
C 3.500509 1.103699 -2.369159 0.009 0.013 0.016
N 2.276874 1.512474 -2.031279 0.126 0.032 0.108
H 1.451812 3.176906 -4.811076 0.001 -0.001 -0.002
H 3.746362 2.373188 -5.485968 0.000 -0.001 -0.001
H 5.055473 1.033700 -3.830750 0.000 0.002 0.000
H 4.034316 0.530891 -1.622786 -0.004 -0.008 -0.004
F 3.354062 1.176098 4.429380 0.017 0.009 -0.010
C 4.387305 0.923154 3.601788 -0.040 0.004 0.021
F 5.338144 0.321175 4.332752 -0.005 -0.003 0.003
F 4.875949 2.103625 3.203821 0.015 0.005 -0.014
C 3.953691 0.063736 2.446627 0.027 -0.033 0.010
C 4.440269 -1.220140 2.297323 0.015 0.017 -0.018
C 4.005946 -2.009405 1.235862 -0.001 0.012 -0.009
C 3.062396 -1.488426 0.374991 0.032 0.005 0.005
N 2.569749 -0.255776 0.526851 0.035 0.040 0.109
C 3.021788 0.548161 1.519150 0.012 0.018 -0.064
S 2.267568 2.097702 1.386920 0.092 0.011 -0.043
H 5.167044 -1.600277 3.001741 -0.003 -0.003 0.003
H 4.392095 -3.006296 1.083394 -0.001 0.000 0.001
H 2.678497 -2.054632 -0.465831 0.003 -0.006 0.003
C -1.477350 5.982703 1.968687 -0.006 -0.005 0.012
C -1.908050 5.186903 0.743516 0.006 0.018 -0.032
C -2.238655 6.110788 -0.433001 -0.001 0.004 -0.001
C -3.088384 4.275027 1.069346 0.004 -0.003 -0.012
N -0.827518 4.291866 0.310810 -0.001 -0.057 0.091
N 0.446610 4.530616 0.503226 -0.092 0.077 -0.270
H -2.331474 6.553749 2.328958 0.001 0.003 -0.001
H -0.693923 6.708133 1.738172 0.000 0.001 0.003
H -1.143662 5.328407 2.775503 0.005 -0.001 -0.005
H -3.073357 6.757808 -0.163218 0.003 0.003 0.001
H -2.513640 5.532729 -1.315410 0.003 -0.003 0.000
H -1.382801 6.736982 -0.687226 0.000 0.003 0.002
H -3.955615 4.880601 1.329269 0.001 -0.003 0.003
H -2.853873 3.616543 1.906568 0.000 0.003 0.006
H -3.350459 3.662482 0.204617 -0.003 0.007 -0.006
H -0.958392 3.508289 -0.367078 0.060 0.004 0.003
H 0.749327 5.335473 1.025858 -0.017 -0.020 0.042
H 1.080155 3.931152 -0.015345 0.073 -0.010 0.180
C -4.115897 -3.398526 -0.334778 -0.002 0.006 -0.007
O -2.845792 -3.287248 0.293361 -0.001 0.000 0.010
C -2.338093 -4.400871 0.871068 0.005 -0.007 0.008
C -3.025311 -5.598161 1.023771 0.002 0.003 0.005
C -2.408389 -6.678907 1.642495 -0.001 -0.004 -0.005
C -1.109062 -6.586896 2.110504 0.003 -0.002 0.002
C -0.413538 -5.398140 1.944410 -0.003 0.000 0.005
C -1.015818 -4.319129 1.324230 -0.007 0.012 -0.013
N -0.295495 -3.092411 1.184215 -0.006 -0.019 0.008
C -0.012299 -2.422003 0.080918 -0.007 -0.013 -0.035
C -0.181369 -2.742076 -1.262482 -0.008 -0.056 0.018
C -0.543353 -4.034663 -1.764244 0.010 0.002 0.015
C -0.672537 -4.260416 -3.092985 -0.003 0.018 -0.015
C -0.462214 -3.188168 -4.008456 -0.002 -0.020 0.031
C -0.119689 -1.945430 -3.585384 0.033 0.028 0.009
C 0.046770 -1.650545 -2.189530 -0.035 -0.046 0.108
O 0.331640 -0.466804 -1.841805 -0.087 0.342 -0.133
H -4.305758 -2.436118 -0.801909 0.002 -0.001 0.000
H -4.900926 -3.610756 0.393699 -0.001 0.001 -0.002
H -4.103755 -4.173544 -1.103550 -0.001 -0.002 0.001
H -4.042274 -5.694604 0.673704 0.001 0.000 -0.001
H -2.960426 -7.601960 1.758209 0.000 0.000 0.000
H -0.635960 -7.430652 2.592003 0.000 -0.001 0.000
H 0.610172 -5.302678 2.284698 0.000 0.000 -0.001
H -0.042167 -2.632880 2.047400 -0.002 0.003 -0.005
H 0.429173 -1.452834 0.278707 -0.027 -0.070 -0.012
H -0.681756 -4.852190 -1.070602 0.007 0.004 -0.009
H -0.922773 -5.244611 -3.462896 0.001 0.001 -0.005
H -0.574858 -3.374058 -5.069632 -0.002 -0.003 -0.001
H 0.041088 -1.130397 -4.278955 -0.002 -0.004 -0.002
N -1.589352 0.235867 0.362702 0.018 -0.037 0.011
C -2.561453 0.039691 1.269603 -0.022 0.000 -0.001
C -1.985869 0.183850 2.511381 -0.007 0.001 0.005
C -0.635186 0.472958 2.253523 0.079 -0.098 0.000
N -0.408296 0.488950 0.946132 0.047 0.214 -0.047
H -1.615838 0.218268 -0.647906 -0.008 -0.007 -0.004
H -3.570851 -0.184245 0.970983 -0.002 -0.003 0.002
H -2.468687 0.097614 3.468502 -0.003 0.004 -0.002
H 0.175406 0.675317 2.935326 -0.005 0.020 0.000
```
Forces are in eV/Å.

Summary:
**Spin multiplicity**: 2
**Total charge**: +1
**HOMO-LUMO gap (alpha / beta)**: 6.79 / 6.46 eV
**<S²>**: 0.75

Energy above the lowest of the compared OMol25 structures with the same formula, charge and spin readings, ordered: 20.82 0.00 15.93 kcal per mole
Maximum force readings, ordered: 0.51 1.85 0.42 eV/A